(1)
{
  "formula": "C22H53IN4O6PS5",
  "method": "ωB97M-V/def2-TZVPD",
  "symbols": ["I", "S", "S", "S", "S", "S", "P", "O", "O", "O", "O", "O", "O", "N", "N", "N", "N", "C", "C", "C", "C", "C", "C", "C", "C", "C", "C", "C", "C", "C", "C", "C", "C", "C", "C", "C", "C", "C", "C", "H", "H", "H", "H", "H", "H", "H", "H", "H", "H", "H", "H", "H", "H", "H", "H", "H", "H", "H", "H", "H", "H", "H", "H", "H", "H", "H", "H", "H", "H", "H", "H", "H", "H", "H", "H", "H", "H", "H", "H", "H", "H", "H", "H", "H", "H", "H", "H", "H", "H", "H", "H", "H"],
  "xyz": [[-1.99, 0.46, 1.43], [-0.45, 3.05, -0.78], [0.06, 7.26, 1.10], [-4.23, -3.73, 3.90], [1.24, 5.94, -4.67], [3.15, -6.95, -3.21], [-0.43, -4.30, -0.63], [2.66, 1.11, 2.31], [1.74, -6.74, -3.66], [0.86, 7.61, -0.11], [-0.20, 5.80, -4.35], [-4.87, -3.55, 2.57], [-0.91, 1.81, -1.49], [1.57, 0.85, 4.32], [-1.03, -1.39, 1.62], [-0.17, -1.47, -0.56], [1.31, -1.13, 1.22], [1.24, -4.31, 0.14], [0.86, 3.79, -1.74], [-1.19, -2.60, -0.53], [-5.48, -3.38, 5.14], [0.13, 1.14, 4.31], [-2.14, -2.33, -1.71], [3.85, -8.21, -4.28], [0.10, -1.30, 0.79], [-0.32, -4.83, -2.37], [-3.43, -3.10, -1.72], [0.43, 8.47, 2.37], [-3.74, -4.22, -1.04], [4.11, -5.58, -3.87], [-1.87, -2.38, 0.85], [1.37, 6.51, -6.37], [1.80, 7.47, -3.90], [1.74, -1.04, 2.60], [-3.25, -2.25, 4.18], [1.91, -0.12, 5.39], [2.01, 0.41, 3.05], [-1.64, 4.34, -1.12], [0.91, 5.89, 1.90], [0.43, 5.68, 2.86], [0.84, 5.02, 1.26], [3.68, -7.94, -5.32], [-0.16, 1.53, 5.28], [1.96, 6.15, 2.05], [2.83, 7.67, -4.21], [-1.33, -5.12, -2.66], [-1.91, -3.31, 1.43], [-2.83, -2.25, 5.18], [-5.95, -2.42, 4.93], [3.79, -4.68, -3.36], [1.87, -3.44, -0.05], [3.93, -5.49, -4.94], [1.73, 3.13, -1.71], [2.41, 6.73, -6.59], [1.14, 8.28, -4.20], [2.00, -1.08, 0.48], [-0.45, 0.23, 4.12], [2.61, 0.35, 6.09], [-2.37, -1.26, -1.69], [-2.45, -2.26, 3.45], [-2.58, 4.08, -0.63], [-3.44, -4.41, -0.02], [-2.90, -2.05, 0.78], [-0.09, 1.88, 3.55], [-4.32, -5.01, -1.51], [1.02, -1.53, 3.25], [1.13, 4.75, -1.30], [-6.22, -4.18, 5.09], [-0.50, -0.59, -0.97], [2.35, -1.04, 5.01], [1.01, -0.39, 5.94], [-0.03, 8.17, 3.30], [4.91, -8.31, -4.07], [0.02, -4.06, -3.06], [-5.02, -3.38, 6.13], [0.02, 9.43, 2.04], [-1.79, 4.43, -2.19], [2.68, -1.58, 2.70], [0.52, 3.92, -2.76], [0.32, -5.72, -2.39], [-1.63, -2.52, -2.66], [1.76, 7.34, -2.82], [5.17, -5.76, -3.67], [3.34, -9.15, -4.06], [-3.87, -1.36, 4.02], [1.51, 8.56, 2.49], [1.11, -4.49, 1.20], [0.74, 7.39, -6.50], [-1.26, 5.28, -0.71], [1.73, -5.19, -0.26], [1.02, 5.70, -7.01], [-4.19, -2.70, -2.40]],
  "lumo_ev": -4.179,
  "energy_ev": -113471.618,
  "e_homo_ev": -9.97,
  "largest_force_ev_per_a": 2.1,
  "total_charge": 1
}



(2)
{
  "formula": "C22H54BN6O8P2",
  "method": "ωB97M-V/def2-TZVPD",
  "symbols": ["P", "P", "O", "O", "O", "O", "O", "O", "O", "O", "N", "N", "N", "N", "N", "N", "C", "C", "C", "C", "C", "C", "C", "C", "C", "C", "C", "C", "C", "C", "C", "C", "C", "C", "C", "C", "C", "C", "B", "H", "H", "H", "H", "H", "H", "H", "H", "H", "H", "H", "H", "H", "H", "H", "H", "H", "H", "H", "H", "H", "H", "H", "H", "H", "H", "H", "H", "H", "H", "H", "H", "H", "H", "H", "H", "H", "H", "H", "H", "H", "H", "H", "H", "H", "H", "H", "H", "H", "H", "H", "H", "H", "H"],
  "xyz": [[-0.94, 1.66, -3.64], [-2.63, -3.27, 1.30], [6.26, 1.88, 5.94], [6.56, 3.05, 4.03], [5.57, 1.11, 1.15], [-0.63, 2.58, 2.35], [3.43, 1.02, 2.02], [0.44, 1.93, -3.08], [4.49, 1.71, 7.23], [-2.44, -2.20, 2.35], [-2.60, -4.61, 2.39], [-0.41, 0.78, -5.04], [-2.63, 1.25, -3.93], [-3.11, -4.29, -0.06], [-1.10, -3.06, 0.54], [-1.30, 3.29, -4.06], [4.66, 0.85, 0.09], [-3.46, 1.80, -2.82], [3.16, 0.94, 0.66], [6.04, 2.14, 4.54], [5.25, 2.43, 6.70], [-3.73, -4.70, 3.30], [-1.81, 3.73, -5.34], [2.34, 2.08, 0.00], [1.43, 2.87, 0.97], [5.09, 3.94, 6.87], [-4.35, -5.07, 0.08], [-0.87, 0.94, -6.40], [-0.17, -4.13, 0.23], [-0.40, 4.32, -3.54], [-3.33, -3.43, -1.26], [-1.23, 1.59, 3.18], [5.12, 1.20, 3.79], [-2.99, -0.17, -4.00], [0.64, 2.01, 1.95], [-1.86, -5.85, 2.24], [-0.32, -1.88, 0.92], [0.21, -0.51, -4.76], [4.77, 1.66, 2.25], [1.74, 1.70, -0.84], [-2.45, -2.85, -1.51], [-4.68, -4.93, 2.78], [-1.96, 0.89, -6.51], [-2.59, -0.66, -4.88], [-5.20, -4.44, 0.36], [-2.13, -6.58, 3.01], [-1.91, 2.03, 3.93], [0.14, -2.00, 1.90], [-4.07, -0.28, -4.07], [0.68, 3.40, 0.34], [-3.58, -4.04, -2.13], [0.54, 0.94, 1.62], [4.81, -0.23, -0.08], [-1.74, 0.85, 2.55], [4.73, 4.40, 5.93], [-0.46, 0.17, -7.06], [4.33, 4.11, 7.63], [4.86, 1.42, -0.84], [5.46, 0.15, 3.80], [-2.61, 3.09, -5.72], [-3.34, 2.87, -2.71], [4.51, 2.85, 2.17], [-0.47, 1.02, 3.76], [-0.18, 4.16, -2.49], [0.41, -4.44, 1.11], [-0.94, -0.98, 0.93], [6.00, 4.46, 7.19], [3.07, 2.80, -0.42], [0.47, -1.68, 0.20], [-4.52, 1.61, -3.00], [4.15, 1.21, 4.33], [-2.65, -0.73, -3.11], [2.69, -0.05, 0.48], [-4.26, -5.87, 0.81], [-0.66, -5.00, -0.20], [-1.02, 3.81, -6.09], [1.24, 1.95, 2.87], [-0.86, 5.31, -3.61], [-3.59, -5.47, 4.07], [-2.26, 4.73, -5.25], [-4.58, -5.57, -0.86], [-4.16, -2.73, -1.09], [1.01, -0.41, -4.02], [-0.53, 1.89, -6.83], [-3.88, -3.76, 3.83], [-3.19, 1.34, -1.86], [-2.03, -6.36, 1.28], [0.54, 4.35, -4.10], [2.00, 3.68, 1.46], [0.67, -0.95, -5.65], [-0.79, -5.70, 2.35], [0.55, -3.80, -0.52], [-0.51, -1.25, -4.36]],
  "lumo_ev": 1.290,
  "energy_ev": -68263.036,
  "e_homo_ev": -4.15,
  "largest_force_ev_per_a": 7.7,
  "total_charge": -1
}



(3)
{
  "formula": "C22H54N4O14V",
  "method": "ωB97M-V/def2-TZVPD",
  "symbols": ["V", "O", "O", "O", "O", "O", "O", "O", "O", "O", "O", "O", "O", "O", "O", "N", "N", "N", "N", "C", "C", "C", "C", "C", "C", "C", "C", "C", "C", "C", "C", "C", "C", "C", "C", "C", "C", "C", "C", "C", "C", "H", "H", "H", "H", "H", "H", "H", "H", "H", "H", "H", "H", "H", "H", "H", "H", "H", "H", "H", "H", "H", "H", "H", "H", "H", "H", "H", "H", "H", "H", "H", "H", "H", "H", "H", "H", "H", "H", "H", "H", "H", "H", "H", "H", "H", "H", "H", "H", "H", "H", "H", "H", "H", "H"],
  "xyz": [[1.45, -1.30, 0.19], [2.56, 0.94, 4.67], [5.08, 0.62, -0.73], [2.41, 1.49, -4.31], [4.29, -1.37, -0.66], [-5.51, 1.25, 0.19], [-0.41, 2.29, -0.28], [-3.85, -3.16, -0.24], [3.55, -4.39, 1.84], [1.04, -1.35, -1.38], [3.05, 0.34, -0.07], [0.50, -0.27, 0.96], [-0.77, 1.01, -4.99], [1.41, -4.41, 2.50], [2.40, -2.47, 1.90], [-3.37, 2.75, 1.86], [5.39, 2.44, 6.75], [1.57, -0.89, -5.69], [-0.17, -3.17, 0.52], [-6.71, 0.87, -0.28], [2.88, -0.91, -5.05], [3.10, 1.71, 5.77], [-1.98, 1.60, -5.53], [1.16, 1.19, 4.27], [-2.50, -2.84, -0.56], [-4.72, -3.47, -1.37], [-3.95, 1.46, 2.14], [-0.18, 1.92, -1.67], [-1.62, -3.16, 0.68], [-1.80, 2.32, 0.14], [3.36, 2.41, -4.86], [2.53, -3.71, 2.08], [-1.98, 2.68, 1.65], [-0.82, -0.46, -5.09], [3.09, 0.27, -3.95], [4.20, -0.16, -0.45], [4.65, 1.68, 5.69], [-5.48, 1.43, 1.66], [5.28, 0.19, 5.92], [-2.07, -2.44, 1.91], [0.52, -1.06, -4.71], [4.86, 2.14, 4.72], [2.65, 0.04, -2.98], [0.86, 1.72, -1.91], [-1.93, -4.17, 0.96], [-1.65, 3.72, 1.66], [-3.90, 3.19, 1.13], [-4.29, -4.18, -2.08], [2.89, 1.20, 6.71], [-1.88, 2.54, -6.08], [4.07, 2.56, -4.05], [0.48, 1.15, 5.13], [-2.18, 1.36, -0.22], [-3.84, 1.31, 3.22], [0.84, -0.61, -3.77], [1.94, -5.20, 2.34], [0.06, -3.81, -0.23], [3.17, -1.78, -4.46], [-5.59, -3.85, -0.84], [0.26, -2.10, -4.50], [4.15, 0.32, -3.69], [-1.36, -2.76, 2.67], [5.04, -0.12, 6.94], [-2.53, 0.91, -6.17], [-1.14, -0.82, -6.06], [-6.61, 0.95, -1.36], [3.57, -0.80, -5.88], [-6.00, 2.32, 2.00], [3.31, 1.26, -0.09], [4.89, 2.37, 7.62], [6.32, 0.07, 5.64], [-7.41, 1.64, 0.04], [2.84, 2.76, 5.66], [-1.51, 1.91, 2.27], [-6.98, -0.16, -0.01], [-2.44, 3.05, -0.35], [-5.88, 0.52, 2.11], [-0.77, 1.03, -1.84], [-3.11, -2.70, 2.11], [-0.55, 2.71, -2.32], [-2.46, -1.83, -0.97], [4.83, -0.63, 5.36], [0.16, -3.52, 1.41], [6.09, 1.75, 6.99], [2.87, 3.37, -5.04], [-2.13, -1.35, 1.82], [-3.59, 0.52, 1.73], [1.13, 2.18, 3.80], [0.73, 0.55, 3.50], [-4.99, -2.59, -1.95], [1.54, 0.11, -5.84], [-2.18, -3.46, -1.40], [-2.69, 1.89, -4.76], [3.96, 2.26, -5.75], [-1.52, -0.76, -4.31]],
  "lumo_ev": [-1.386, -5.063],
  "energy_ev": -83993.827,
  "e_homo_ev": [-8.68, -8.68],
  "largest_force_ev_per_a": 4.4,
  "spin_multiplicity": 2
}



(4)
{
  "formula": "C22H54O9S5",
  "method": "ωB97M-V/def2-TZVPD",
  "symbols": ["S", "S", "S", "S", "S", "O", "O", "O", "O", "O", "O", "O", "O", "O", "C", "C", "C", "C", "C", "C", "C", "C", "C", "C", "C", "C", "C", "C", "C", "C", "C", "C", "C", "C", "C", "C", "H", "H", "H", "H", "H", "H", "H", "H", "H", "H", "H", "H", "H", "H", "H", "H", "H", "H", "H", "H", "H", "H", "H", "H", "H", "H", "H", "H", "H", "H", "H", "H", "H", "H", "H", "H", "H", "H", "H", "H", "H", "H", "H", "H", "H", "H", "H", "H", "H", "H", "H", "H", "H", "H"],
  "xyz": [[24.52, 35.59, -15.48], [18.24, 28.90, -13.14], [26.98, 33.91, -23.91], [23.16, 30.28, -29.55], [19.53, 28.86, -20.14], [13.94, 22.44, -21.24], [23.32, 36.49, -15.28], [25.87, 34.57, -24.70], [18.05, 34.41, -19.40], [21.64, 21.59, -25.43], [28.59, 24.02, -17.74], [17.30, 29.34, -12.05], [23.47, 29.46, -28.34], [20.35, 27.54, -19.95], [18.05, 35.18, -20.38], [16.87, 35.22, -21.37], [28.25, 25.69, -19.47], [26.54, 23.89, -19.09], [12.76, 22.28, -21.13], [20.83, 22.51, -25.12], [19.93, 23.09, -26.23], [11.84, 23.45, -21.27], [27.12, 32.18, -24.63], [27.87, 24.50, -18.62], [25.52, 35.63, -13.94], [19.32, 35.90, -20.71], [17.18, 28.13, -14.48], [28.42, 34.69, -24.60], [23.94, 33.80, -15.60], [24.63, 30.58, -30.66], [18.48, 30.52, -13.92], [20.13, 29.70, -21.67], [20.73, 23.17, -23.74], [12.21, 20.89, -20.77], [22.47, 31.92, -29.22], [17.89, 28.37, -20.77], [17.31, 29.22, -21.14], [25.07, 36.21, -13.13], [28.88, 26.47, -19.06], [27.31, 26.10, -19.84], [26.20, 31.61, -24.48], [17.24, 28.02, -19.97], [17.83, 27.83, -15.30], [16.11, 34.49, -21.11], [20.18, 35.58, -20.14], [12.76, 20.59, -19.88], [28.76, 25.49, -20.42], [17.51, 31.00, -14.06], [19.27, 36.97, -20.50], [19.15, 23.72, -25.79], [24.95, 29.56, -30.87], [11.75, 24.05, -20.37], [11.16, 20.75, -20.51], [22.92, 32.79, -29.71], [21.49, 22.67, -23.14], [26.48, 36.05, -14.25], [19.77, 23.08, -23.22], [25.63, 34.58, -13.66], [24.37, 31.06, -31.60], [25.76, 24.55, -18.71], [12.25, 24.09, -22.05], [20.70, 29.04, -22.33], [16.55, 28.94, -14.86], [25.26, 31.22, -30.04], [20.46, 23.71, -26.95], [10.85, 23.15, -21.63], [28.24, 34.89, -25.66], [29.31, 34.07, -24.47], [17.25, 34.93, -22.35], [19.49, 22.32, -26.86], [28.59, 35.70, -24.22], [20.84, 30.45, -21.33], [26.39, 22.84, -18.87], [19.08, 31.18, -13.30], [16.67, 27.28, -14.04], [18.89, 30.47, -14.93], [23.15, 33.85, -16.35], [23.68, 33.24, -14.71], [27.26, 32.13, -25.71], [19.63, 35.79, -21.75], [27.88, 31.56, -24.15], [22.50, 32.06, -28.14], [16.27, 36.13, -21.43], [24.67, 33.21, -16.16], [26.52, 24.01, -20.18], [20.72, 24.26, -23.77], [19.30, 30.27, -22.09], [17.86, 27.54, -21.49], [12.26, 20.27, -21.66], [21.51, 31.75, -29.70]],
  "lumo_ev": 0.114,
  "energy_ev": -96284.899,
  "e_homo_ev": -8.56,
  "largest_force_ev_per_a": 4.4
}



(5)
{
  "formula": "C22H55FN7O5P2",
  "method": "ωB97M-V/def2-TZVPD",
  "symbols": ["P", "P", "F", "O", "O", "O", "O", "O", "N", "N", "N", "N", "N", "N", "N", "C", "C", "C", "C", "C", "C", "C", "C", "C", "C", "C", "C", "C", "C", "C", "C", "C", "C", "C", "C", "C", "C", "H", "H", "H", "H", "H", "H", "H", "H", "H", "H", "H", "H", "H", "H", "H", "H", "H", "H", "H", "H", "H", "H", "H", "H", "H", "H", "H", "H", "H", "H", "H", "H", "H", "H", "H", "H", "H", "H", "H", "H", "H", "H", "H", "H", "H", "H", "H", "H", "H", "H", "H", "H", "H", "H", "H"],
  "xyz": [[-2.31, -4.17, -3.25], [2.57, 0.36, -1.48], [2.01, 2.82, 6.04], [-3.77, 2.77, 3.13], [-2.65, 1.41, 4.45], [2.39, 1.52, -0.52], [0.60, 6.56, 5.44], [-0.92, -3.57, -3.39], [-4.04, -4.49, -3.17], [-1.98, -5.10, -1.82], [-2.19, -5.18, -4.65], [3.09, -0.76, -0.26], [-0.38, 3.15, 3.41], [2.68, -0.87, -2.74], [3.97, 1.10, -2.22], [-4.72, -3.69, -2.12], [1.53, -1.82, -2.70], [-2.63, -6.33, -1.42], [2.92, 2.66, 3.75], [-1.47, 4.11, 5.50], [-0.04, 7.65, 4.77], [4.03, -1.85, -0.42], [-1.28, 7.24, 3.93], [1.72, 2.98, 4.67], [5.28, 0.48, -2.28], [2.05, -1.14, 0.70], [0.41, 2.23, 4.24], [-1.12, -4.89, -5.59], [-1.65, -4.30, -0.64], [2.65, -0.32, -4.12], [-2.41, -6.62, -4.63], [-2.76, 2.53, 3.88], [-2.11, 4.85, 3.18], [-1.03, 5.97, 3.02], [-4.77, -4.15, -4.42], [4.14, 2.54, -2.01], [-1.63, 3.61, 4.04], [0.12, 6.44, 6.27], [-0.89, -3.55, -0.87], [-0.15, -5.26, -5.23], [5.76, 0.46, -1.29], [3.20, 3.07, -2.14], [1.28, -1.79, 0.25], [4.31, -2.25, 0.56], [3.64, 1.94, 4.19], [-2.48, -7.00, -5.65], [-1.03, 6.34, 1.97], [0.74, 8.15, 4.16], [4.84, 2.95, -2.75], [3.52, 0.29, -4.34], [-3.66, -6.20, -1.08], [-2.08, -6.79, -0.60], [1.56, -2.45, -1.82], [-2.63, -7.09, -2.20], [-2.52, -3.77, -0.23], [0.73, 1.37, 3.62], [-2.09, 3.46, 6.15], [-5.80, -3.83, -2.17], [-1.24, -4.92, 0.16], [-1.91, 5.12, 5.58], [0.01, 5.63, 3.21], [-2.13, 7.07, 4.63], [3.64, -2.70, -1.00], [4.54, 2.76, -1.01], [5.23, -0.52, -2.70], [0.57, -1.29, -2.71], [-0.42, 4.20, 5.84], [-4.50, -2.62, -2.21], [-0.55, 2.74, 2.49], [-0.41, 8.37, 5.54], [-3.02, 5.28, 3.62], [-0.14, 1.80, 5.09], [4.97, -1.54, -0.87], [1.51, 4.06, 4.52], [-4.46, -4.77, -5.26], [1.55, -2.50, -3.55], [3.50, 3.58, 3.52], [-1.04, -3.82, -5.78], [-3.36, -6.88, -4.17], [-2.37, 4.50, 2.16], [2.53, 2.31, 2.78], [1.53, -0.26, 1.08], [-1.59, -7.15, -4.13], [-5.83, -4.33, -4.29], [-4.62, -3.11, -4.70], [-1.61, 8.05, 3.26], [1.76, 0.28, -4.30], [-4.43, -4.01, -1.12], [-1.32, -5.36, -6.56], [2.67, -1.14, -4.85], [2.46, -1.66, 1.56], [5.93, 1.04, -2.96]],
  "lumo_ev": 1.058,
  "energy_ev": -65666.649,
  "e_homo_ev": -3.85,
  "largest_force_ev_per_a": 8.6,
  "total_charge": -1
}